Formula: C40H66ClN4O6SeTa
Source: the OMol25 dataset
Level of theory: wB97M-V/def2-TZVPD

## Properties
E = -140213.3707 eV

Geometry as XYZ:
```
119
Properties=species:S:1:pos:R:3:forces:R:3
Ta 1.15974 -0.26479 0.30155 0.27 -0.31 0.74
C -1.07199 -0.74968 4.13413 -0.02 0.01 -0.05
N -0.72013 0.63471 3.86584 -0.02 0.00 0.00
C -0.32545 1.30873 5.08796 0.01 0.01 0.01
C -1.80162 1.33640 3.20732 -0.02 -0.06 0.03
C -2.01170 0.93537 1.75798 -0.02 0.02 -0.04
N -0.93696 1.26818 0.78484 0.03 -0.03 0.02
C -1.50314 1.09563 -0.57854 0.00 0.00 0.00
C -2.20657 -0.22567 -0.76812 0.03 0.00 -0.02
C -3.45389 -0.25464 -1.37675 -0.04 0.06 -0.02
C -4.15370 -1.44019 -1.52666 0.00 0.03 0.00
C -3.55998 -2.59707 -1.02756 0.06 -0.07 0.03
C -2.31395 -2.63035 -0.40889 -0.09 0.05 0.02
C -1.63451 -1.40665 -0.30236 -0.02 0.00 0.16
O -0.43511 -1.32090 0.33245 -0.32 -0.09 -0.20
C -1.70788 -3.94308 0.08693 0.04 -0.05 -0.02
C -0.51331 -4.28741 -0.81349 -0.01 0.00 0.00
C -1.25320 -3.84410 1.55261 0.03 0.00 0.01
C -2.70692 -5.10134 0.00552 -0.03 0.01 -0.01
C -5.53465 -1.51692 -2.17535 0.00 0.01 -0.01
C -5.48546 -2.46785 -3.37898 0.00 -0.01 -0.01
C -6.54850 -2.04659 -1.15230 -0.02 -0.02 0.02
C -6.01650 -0.15116 -2.66486 0.00 0.03 -0.01
C -0.53873 2.67193 1.02227 -0.01 0.02 0.00
C 0.20774 3.35864 -0.08464 0.08 -0.03 -0.07
C -0.15712 4.64224 -0.46703 -0.02 0.02 0.02
C 0.57148 5.33221 -1.42180 -0.06 0.04 0.04
C 1.66307 4.68069 -1.98888 0.08 -0.02 -0.02
C 2.06961 3.39070 -1.65827 -0.02 0.08 -0.02
C 1.30354 2.74513 -0.67615 -0.08 0.01 0.13
O 1.57603 1.48470 -0.24007 0.08 0.35 -0.35
C 3.23309 2.72641 -2.39676 0.05 -0.05 -0.04
C 2.65276 1.63608 -3.30839 -0.02 0.00 0.02
C 4.26285 2.11664 -1.43363 -0.04 0.06 0.08
C 3.98631 3.72204 -3.28569 0.02 0.03 0.02
C 0.22373 6.75134 -1.87004 -0.03 -0.02 0.00
C 1.41290 7.68048 -1.59337 0.03 0.00 0.00
C -0.99658 7.30320 -1.13265 -0.01 0.00 0.01
C -0.08333 6.74968 -3.37391 0.00 0.00 -0.02
H -1.97270 -0.82651 4.76730 0.01 0.00 0.01
H -0.24895 -1.25005 4.64178 0.03 0.01 0.00
H -1.25290 -1.29131 3.20553 0.01 0.01 0.01
H -1.14097 1.35462 5.82949 -0.01 -0.01 0.00
H -0.00470 2.32732 4.86516 0.00 -0.01 -0.01
H 0.51656 0.78499 5.54031 0.00 0.00 0.00
H -1.63436 2.40981 3.29957 0.03 -0.01 -0.01
H -2.76718 1.13678 3.70937 0.00 0.03 0.02
H -2.92984 1.43651 1.41566 0.00 -0.01 0.01
H -2.20573 -0.13089 1.71018 0.01 -0.06 -0.04
H -0.69293 1.21208 -1.30964 0.01 -0.01 0.01
H -2.21523 1.90398 -0.79063 0.00 0.01 0.02
H -3.87476 0.68328 -1.71649 0.00 0.00 0.00
H -4.10480 -3.52478 -1.12397 0.00 -0.01 0.00
H 0.26812 -3.53267 -0.74442 0.03 0.01 -0.01
H -0.82799 -4.35387 -1.85731 -0.02 0.00 0.01
H -0.09233 -5.25398 -0.52500 0.00 0.01 0.00
H -0.44139 -3.13280 1.68921 -0.02 -0.02 0.00
H -0.90064 -4.82377 1.88491 -0.01 -0.01 0.01
H -2.08475 -3.55310 2.20019 -0.01 0.00 -0.01
H -3.00945 -5.31790 -1.02073 0.01 0.02 0.00
H -3.60272 -4.90592 0.59956 0.00 -0.01 0.00
H -2.23324 -6.00200 0.39919 0.00 0.01 0.01
H -5.19006 -3.47598 -3.08513 0.00 0.01 0.00
H -4.77208 -2.11345 -4.12530 0.00 0.01 0.01
H -6.46996 -2.53082 -3.84821 0.00 0.00 0.00
H -6.27467 -3.04010 -0.79426 -0.01 0.01 0.00
H -7.54125 -2.11401 -1.60325 0.01 0.00 0.00
H -6.61020 -1.38343 -0.28701 0.01 0.00 -0.01
H -5.33880 0.27281 -3.40875 0.00 -0.01 0.00
H -6.11728 0.56127 -1.84326 0.01 -0.01 0.00
H -6.99753 -0.25597 -3.13136 0.00 -0.01 0.00
H 0.06565 2.67092 1.93414 0.02 0.03 -0.03
H -1.44013 3.26776 1.22033 0.00 -0.02 0.01
H -1.01910 5.09280 0.00830 0.00 0.00 0.00
H 2.22900 5.21343 -2.73840 0.01 -0.01 0.00
H 2.07337 0.90669 -2.74426 0.03 0.07 -0.05
H 3.46254 1.09583 -3.80416 -0.01 0.00 -0.03
H 2.01106 2.08191 -4.07235 0.00 -0.01 0.00
H 3.85068 1.30671 -0.84168 -0.04 -0.05 0.03
H 4.65596 2.87520 -0.75187 -0.02 0.01 -0.02
H 5.09929 1.71397 -2.00816 -0.01 0.01 -0.01
H 3.36274 4.10949 -4.09306 0.00 0.00 0.00
H 4.83280 3.20956 -3.74484 -0.02 -0.02 -0.01
H 4.38163 4.56462 -2.71326 0.00 -0.01 0.00
H 1.64955 7.70079 -0.52787 0.00 0.00 0.00
H 1.17893 8.69860 -1.91225 -0.01 0.00 0.00
H 2.30684 7.35904 -2.12928 0.00 0.00 0.00
H -0.82832 7.35521 -0.05497 0.01 0.00 -0.01
H -1.88709 6.69795 -1.31455 0.00 0.00 -0.01
H -1.20682 8.31492 -1.48354 0.00 0.00 0.00
H 0.77228 6.41082 -3.95965 0.00 0.00 0.01
H -0.33986 7.75796 -3.70703 0.00 -0.01 0.00
H -0.92464 6.09056 -3.59707 0.00 0.00 0.01
Se 2.13507 -1.40275 -1.42586 0.15 -0.29 -0.22
O 3.43317 -0.89910 3.63022 0.04 0.09 0.04
Cl 2.60557 -0.18375 2.74758 -0.42 -0.28 -0.13
O 2.25810 1.11369 3.19763 0.15 -0.13 0.19
O 3.17869 -0.09766 1.38422 -0.06 0.14 -0.08
O 1.35635 -0.97136 2.43936 0.13 0.45 -0.20
C 4.62586 -3.28843 1.49635 0.02 0.04 -0.02
C 5.42106 -4.58450 1.80995 -0.01 0.01 0.00
N 4.50324 -5.71904 1.94645 0.00 0.02 0.00
C 3.68669 -5.80499 0.73333 0.01 0.01 -0.01
C 2.80988 -4.53355 0.59047 0.00 0.00 0.04
N 3.18844 -3.54639 1.60403 -0.04 0.02 0.01
C 2.89994 -4.10765 2.92568 0.01 -0.02 0.02
C 3.62138 -5.47357 3.08998 0.01 0.01 -0.01
H 4.82101 -2.93397 0.48146 0.00 0.01 0.00
H 4.88879 -2.48132 2.18326 0.00 -0.04 -0.02
H 5.98010 -4.49031 2.74359 0.00 -0.01 0.00
H 6.13868 -4.81280 1.01906 0.00 0.00 0.00
H 3.07207 -6.70645 0.79005 0.01 -0.01 0.01
H 4.36175 -5.92133 -0.11743 0.00 0.00 0.00
H 1.75407 -4.76483 0.73621 0.00 -0.01 0.01
H 2.90879 -4.07637 -0.39546 0.01 -0.01 -0.01
H 1.81655 -4.21449 3.02212 -0.01 0.00 0.01
H 3.23007 -3.39087 3.67911 0.00 -0.02 -0.01
H 2.90702 -6.29821 3.14670 0.00 0.00 0.00
H 4.22407 -5.49757 4.00047 0.00 0.00 0.00
```
Forces are in eV/Å.

Mulliken population analysis, charges in e, atoms 1 to 99:
1 Ta -0.24
2 C -1.25
3 N 0.99
4 C -1.30
5 C -1.69
6 C -0.95
7 N 1.35
8 C -1.13
9 C -0.24
10 C -0.19
11 C -0.65
12 C -0.08
13 C -0.67
14 C 0.68
15 O 1.17
16 C 2.55
17 C -1.58
18 C -1.46
19 C -2.46
20 C 1.84
21 C -1.59
22 C -1.58
23 C -2.17
24 C -1.31
25 C 0.13
26 C -0.10
27 C -0.52
28 C -0.06
29 C -1.04
30 C 0.02
31 O 0.32
32 C 2.70
33 C -1.30
34 C -1.55
35 C -2.49
36 C 1.96
37 C -1.60
38 C -2.19
39 C -1.59
40 H 0.36
41 H 0.32
42 H 0.21
43 H 0.41
44 H 0.35
45 H 0.29
46 H 0.46
47 H 0.50
48 H 0.45
49 H 0.30
50 H 0.13
51 H 0.64
52 H 0.62
53 H 0.56
54 H 0.07
55 H 0.34
56 H 0.51
57 H -0.24
58 H 0.60
59 H 0.35
60 H 0.40
61 H 0.44
62 H 0.46
63 H 0.30
64 H 0.35
65 H 0.47
66 H 0.32
67 H 0.46
68 H 0.35
69 H 0.40
70 H 0.39
71 H 0.43
72 H 0.34
73 H 0.49
74 H 0.67
75 H 0.41
76 H -0.08
77 H 0.42
78 H 0.32
79 H 0.14
80 H 0.35
81 H 0.45
82 H 0.39
83 H 0.48
84 H 0.45
85 H 0.37
86 H 0.46
87 H 0.30
88 H 0.39
89 H 0.40
90 H 0.44
91 H 0.30
92 H 0.46
93 H 0.35
94 Se -0.30
95 O -0.68
96 Cl 1.85
97 O -0.57
98 O -0.70
99 O -0.58